12
Properties=species:S:1:pos:R:3:lowdin_charge:R:1 method="wB97M-V/def2-TZVPD" multiplicity=3 s2=2.014 lumo_energy_ev="4.30 / 3.51" homo_ev="0.848 / -3.993" total_charge=-1
C -0.15 -0.22 1.19 -0.27
C -1.45 -0.36 0.92 -0.10
C -1.59 -0.10 -0.50 -0.52
N 0.57 0.09 0.14 -0.17
N -0.28 0.21 -0.98 0.07
N 1.77 0.68 -0.18 -0.04
O 1.91 0.37 -1.54 -0.10
O -2.60 -0.27 -1.23 -0.05
H 0.38 -0.40 2.07 0.02
H 2.66 0.34 0.32 0.13
H 1.06 0.15 -1.80 -0.05
H -2.28 -0.49 1.59 0.08

13
Properties=species:S:1:pos:R:3:lowdin_charge:R:1 method="wB97M-V/def2-TZVPD" multiplicity=1 lumo_energy_ev=3.92 homo_ev=-4.987 total_charge=-1
C -1.07 0.96 0.04 -0.63
C 0.98 1.72 -0.25 -0.64
C -0.03 -1.53 -0.45 -0.10
N -0.29 1.71 -0.75 0.16
N -0.27 0.43 1.14 -0.07
N -0.32 -0.98 0.94 -0.10
O -2.26 0.71 -0.06 0.00
O 1.97 2.21 -0.71 0.03
O 1.05 0.90 0.88 -0.02
H -0.94 -1.29 -1.16 0.10
H 0.83 -0.86 -0.83 0.09
H 0.03 -2.61 -0.50 0.05
H 0.33 -1.37 1.73 0.13

11
Properties=species:S:1:pos:R:3:lowdin_charge:R:1 method="wB97M-V/def2-TZVPD" multiplicity=1 lumo_energy_ev=0.03 homo_ev=-10.867 total_charge=0
C -1.10 -1.51 0.12 -0.45
C -1.90 1.12 -0.02 -0.48
C 0.62 0.76 0.23 -0.33
N -1.37 -2.57 -0.25 0.11
N -2.43 1.81 -0.76 0.11
N 1.58 -0.70 0.25 -0.06
P -0.94 0.05 1.03 0.93
H 0.61 1.08 -0.76 0.03
H 1.10 1.58 0.83 0.08
H 1.20 -1.09 -0.58 -0.03
H 2.62 -0.53 -0.08 0.09

11
Properties=species:S:1:pos:R:3:lowdin_charge:R:1 method="wB97M-V/def2-TZVPD" multiplicity=1 lumo_energy_ev="-0.55 / -0.55" homo_ev="-10.892 / -10.893" total_charge=0
C -1.12 -1.38 0.02 -0.47
C 1.44 -1.76 -0.48 -0.42
C 0.73 0.74 0.19 -0.22
N -1.99 -2.10 0.29 0.11
N 2.37 -2.41 -0.24 0.09
N -0.83 2.09 0.17 0.02
P 0.11 -0.57 -0.93 0.87
H 0.86 0.41 1.15 0.02
H 1.29 1.51 -0.34 0.05
H -1.38 1.92 -0.62 -0.05
H -1.46 1.54 0.80 0.01

11
Properties=species:S:1:pos:R:3:lowdin_charge:R:1 method="wB97M-V/def2-TZVPD" multiplicity=1 lumo_energy_ev=-0.10 homo_ev=-8.247 total_charge=0
N -0.41 2.20 -0.95 0.01
C 0.28 1.17 -0.50 -0.12
C -0.74 0.17 -0.10 -0.25
N -0.63 -1.00 0.40 0.03
C 0.32 -1.87 0.80 -0.23
N 1.64 -1.76 0.81 -0.05
N 2.76 -1.81 0.87 0.24
H -1.44 2.22 -0.99 0.09
H 0.04 3.04 -1.29 0.09
H -1.81 0.45 -0.25 0.09
H -0.01 -2.82 1.20 0.11

11
Properties=species:S:1:pos:R:3:lowdin_charge:R:1 method="wB97M-V/def2-TZVPD" multiplicity=1 lumo_energy_ev=0.50 homo_ev=-9.121 total_charge=0
C 1.39 -0.46 -0.08 -0.25
C 0.23 1.37 0.09 -0.19
C -1.56 0.02 -0.40 -0.31
H 0.28 -1.92 0.76 0.12
H 2.28 -1.04 -0.36 0.13
H 0.35 2.10 1.01 0.13
H -2.62 0.02 -0.84 0.15
N 0.30 -1.03 0.34 0.00
N 1.43 0.79 -0.55 0.08
N -1.07 1.14 0.23 0.06
N -1.02 -1.00 -0.20 0.07

11
Properties=species:S:1:pos:R:3:lowdin_charge:R:1 method="wB97M-V/def2-TZVPD" multiplicity=1 lumo_energy_ev=-0.48 homo_ev=-9.723 total_charge=0
C 0.20 0.68 0.14 -0.37
C -1.56 -0.69 0.01 -0.23
C 0.61 -0.80 0.01 -0.35
H 1.89 1.57 -0.16 0.09
H -1.93 1.37 -0.33 0.26
H -2.58 -0.96 -0.18 0.12
H 2.57 -0.68 0.28 0.07
N 0.83 1.77 -0.09 0.14
N -1.21 0.61 0.30 0.05
N -0.61 -1.50 -0.06 0.09
N 1.79 -1.37 0.09 0.14

11
Properties=species:S:1:pos:R:3:lowdin_charge:R:1 method="wB97M-V/def2-TZVPD" multiplicity=1 lumo_energy_ev=-0.44 homo_ev=-9.261 total_charge=0
N 1.91 -0.10 -1.12 0.18
C 0.75 0.23 -0.75 -0.42
C 0.37 0.97 0.47 -0.11
N -0.61 0.55 1.15 0.07
C -1.27 -0.60 0.57 -0.24
N -1.29 -0.75 -0.90 0.03
N -0.31 -0.35 -1.53 0.06
H 2.57 0.32 -0.46 0.05
H -0.73 -1.50 0.88 0.13
H 0.92 1.85 0.81 0.12
H -2.31 -0.62 0.88 0.11

11
Properties=species:S:1:pos:R:3:lowdin_charge:R:1 method="wB97M-V/def2-TZVPD" multiplicity=1 lumo_energy_ev="-1.20 / -2.08" homo_ev="-10.612 / -8.439" total_charge=0
C -0.48 -0.66 -0.15 -0.13
C 1.81 -1.11 0.16 0.19
C 0.17 1.59 0.04 0.03
N -2.10 0.74 -0.09 0.01
N -1.59 -1.36 -0.11 0.00
N -2.58 -0.45 -0.03 -0.05
N -0.79 0.68 -0.05 -0.23
H 2.13 -1.41 -0.91 0.01
H 2.15 -1.90 0.87 -0.01
H 0.04 2.62 0.51 0.10
H 1.24 1.25 -0.24 0.08

11
Properties=species:S:1:pos:R:3:lowdin_charge:R:1 method="wB97M-V/def2-TZVPD" multiplicity=1 lumo_energy_ev=-0.88 homo_ev=-8.620 total_charge=0
N 1.66 0.13 -0.93 0.10
C 0.62 -0.15 -0.04 -0.53
C 0.02 0.83 0.77 -0.05
N -1.22 0.76 1.23 0.05
C -1.92 0.14 0.23 -0.19
N -1.43 -0.95 -0.37 0.04
N -0.21 -1.28 -0.36 0.07
H 2.17 0.97 -0.66 0.09
H 2.28 -0.66 -1.07 0.09
H 0.98 -0.27 1.15 0.21
H -2.95 0.41 0.03 0.11

So what do the calculations give for energy relative to the best compared isomer or geometry (same formula, charge and spin)? Going down the list: 3.436 0.000 0.686 1.991 5.285 5.013 2.465 3.265 10.254 6.169 eV.